Entry from the Open Molecules 2025 dataset: a 4-piece molecular cluster, C43H103Br2FN10O7P3S2 overall in a non-equilibrium geometry (wB97M-V/def2-TZVPD).

Geometry (Å):
C (5.67, -0.28, -1.41)
C (4.86, 1.06, -1.44)
C (3.66, 1.05, -2.47)
C (2.73, 2.31, -2.23)
C (2.30, 3.09, -3.54)
C (0.86, 2.66, -4.04)
C (-0.28, 3.71, -3.73)
C (-1.41, 3.80, -4.83)
C (-2.85, 3.73, -4.17)
C (-3.43, 2.25, -4.27)
C (-2.73, 1.38, -3.15)
C (-3.59, 1.39, -1.80)
C (-3.08, 0.36, -0.73)
C (-4.46, -0.30, -0.22)
C (-5.05, -1.33, -1.30)
C (-4.83, -2.84, -0.88)
Br (-4.59, -3.92, -2.51)
O (-2.44, -0.85, -1.29)
C (-1.77, -1.36, -0.11)
Br (-0.81, -2.93, -0.89)
N (-0.93, -0.12, 0.24)
S (-0.14, 0.12, -1.36)
C (-0.07, -0.54, 1.41)
C (1.51, -0.34, 1.21)
C (2.25, -1.56, 0.54)
C (2.21, -2.89, 1.44)
O (3.28, -3.72, 0.99)
C (2.87, -4.41, -0.21)
C (-2.04, 0.89, 0.41)
C (-1.50, 2.36, 0.16)
C (-0.11, 2.72, 0.83)
S (-2.90, 1.02, 2.06)
O (-2.12, 1.87, 3.02)
O (-3.04, -0.32, 2.71)
F (-4.35, 1.80, 1.89)
H (5.07, -1.14, -0.99)
H (6.55, -0.17, -0.71)
H (6.11, -0.56, -2.41)
H (5.52, 1.92, -1.73)
H (4.49, 1.27, -0.39)
H (4.05, 1.04, -3.52)
H (3.08, 0.10, -2.28)
H (1.78, 2.04, -1.68)
H (3.30, 3.03, -1.56)
H (3.07, 2.90, -4.33)
H (2.26, 4.19, -3.28)
H (0.92, 2.59, -5.17)
H (0.61, 1.63, -3.68)
H (0.18, 4.73, -3.56)
H (-0.73, 3.43, -2.73)
H (-1.34, 4.80, -5.33)
H (-1.29, 3.03, -5.64)
H (-2.73, 3.95, -3.07)
H (-3.59, 4.41, -4.67)
H (-4.55, 2.22, -4.22)
H (-3.12, 1.85, -5.28)
H (-2.79, 0.31, -3.50)
H (-1.68, 1.72, -2.99)
H (-4.65, 1.21, -2.14)
H (-3.61, 2.46, -1.43)
H (-5.18, 0.52, 0.00)
H (-4.33, -0.92, 0.72)
H (-4.73, -1.08, -2.34)
H (-6.16, -1.15, -1.27)
H (-3.99, -2.97, -0.15)
H (-5.76, -3.19, -0.35)
H (-2.40, -1.79, 0.70)
H (0.85, 1.07, -1.19)
H (-0.29, 0.02, 2.36)
H (-0.19, -1.63, 1.69)
H (1.92, -0.28, 2.26)
H (1.75, 0.65, 0.74)
H (3.34, -1.29, 0.51)
H (1.96, -1.75, -0.53)
H (1.20, -3.39, 1.43)
H (2.48, -2.58, 2.49)
H (2.69, -3.74, -1.09)
H (3.70, -5.11, -0.50)
H (1.94, -4.99, 0.03)
H (-2.27, 3.06, 0.61)
H (-1.41, 2.63, -0.93)
H (0.09, 2.17, 1.79)
H (-0.18, 3.81, 1.14)
H (0.77, 2.67, 0.13)
O (6.60, -1.09, 1.69)
P (5.83, -1.77, 2.84)
N (5.49, -0.32, 3.66)
C (5.78, 0.10, 5.01)
C (4.35, 0.41, 3.14)
N (7.21, -2.66, 3.39)
C (8.28, -2.01, 4.14)
C (7.81, -3.48, 2.33)
N (4.81, -2.70, 3.99)
C (5.27, -3.24, 5.26)
C (4.05, -3.75, 3.29)
H (5.01, -0.24, 5.72)
H (5.82, 1.19, 5.07)
H (6.75, -0.24, 5.36)
H (3.41, 0.04, 3.57)
H (4.28, 0.31, 2.05)
H (4.43, 1.48, 3.34)
H (8.60, -1.07, 3.68)
H (9.15, -2.67, 4.22)
H (7.98, -1.84, 5.17)
H (8.45, -2.89, 1.67)
H (7.03, -3.95, 1.72)
H (8.41, -4.29, 2.77)
H (5.94, -4.10, 5.14)
H (4.41, -3.56, 5.84)
H (5.78, -2.49, 5.87)
H (4.70, -4.58, 2.99)
H (3.58, -3.34, 2.39)
H (3.24, -4.14, 3.91)
O (-4.71, 5.27, -6.99)
P (-5.44, 5.74, -8.26)
N (-6.83, 4.79, -7.99)
C (-7.47, 3.79, -8.81)
C (-7.79, 5.37, -7.06)
N (-4.25, 5.07, -9.33)
C (-4.17, 3.64, -9.57)
C (-2.90, 5.57, -9.03)
N (-6.22, 6.52, -9.68)
C (-6.19, 5.98, -11.03)
C (-5.88, 7.95, -9.74)
H (-8.17, 4.23, -9.53)
H (-8.03, 3.09, -8.19)
H (-6.76, 3.16, -9.34)
H (-8.46, 6.07, -7.57)
H (-7.27, 5.93, -6.27)
H (-8.38, 4.61, -6.56)
H (-4.22, 3.05, -8.64)
H (-3.24, 3.38, -10.08)
H (-4.96, 3.32, -10.25)
H (-2.45, 5.05, -8.18)
H (-2.92, 6.64, -8.80)
H (-2.25, 5.44, -9.90)
H (-5.21, 6.07, -11.51)
H (-6.91, 6.54, -11.65)
H (-6.50, 4.94, -11.08)
H (-4.85, 8.12, -10.05)
H (-6.02, 8.41, -8.75)
H (-6.55, 8.48, -10.43)
O (1.88, -4.56, 6.81)
P (1.34, -4.58, 8.26)
N (1.53, -6.27, 8.39)
C (0.58, -7.31, 8.70)
C (2.88, -6.70, 8.74)
N (-0.24, -4.03, 7.81)
C (-1.18, -4.90, 7.11)
C (-0.20, -2.74, 7.11)
N (0.85, -4.52, 9.99)
C (-0.51, -4.73, 10.46)
C (1.40, -3.32, 10.64)
H (0.45, -7.45, 9.78)
H (0.91, -8.27, 8.28)
H (-0.39, -7.14, 8.25)
H (3.04, -6.68, 9.82)
H (3.63, -6.04, 8.27)
H (3.09, -7.71, 8.37)
H (-0.71, -5.44, 6.28)
H (-2.03, -4.33, 6.72)
H (-1.63, -5.61, 7.81)
H (0.07, -2.85, 6.06)
H (0.53, -2.07, 7.57)
H (-1.17, -2.24, 7.17)
H (-1.18, -3.89, 10.23)
H (-0.49, -4.85, 11.55)
H (-0.95, -5.64, 10.08)
H (0.88, -2.41, 10.33)
H (2.46, -3.22, 10.40)
H (1.33, -3.41, 11.73)

total charge: +1
HOMO: -9.18 eV
LUMO: -0.149 Eh
HOMO-LUMO gap: 0.189 Eh


Entry from the Open Molecules 2025 dataset: C43H112CdN7O17 as an isolated structure in a non-equilibrium geometry (wB97M-V/def2-TZVPD).

Geometry (Å):
Cd (2.67, -3.54, 2.16)
C (0.91, -1.12, 0.38)
O (1.72, -2.18, 0.86)
H (1.45, -0.31, -0.10)
H (0.18, -1.53, -0.32)
H (0.38, -0.76, 1.27)
C (0.08, 1.31, -2.42)
O (-0.39, 1.96, -3.61)
C (-0.04, 3.38, -3.75)
C (-0.55, 3.97, -5.05)
N (-0.14, 5.39, -5.26)
C (-0.86, 6.36, -4.45)
C (-0.12, 7.74, -4.69)
O (0.83, 7.93, -3.64)
C (1.42, 9.23, -3.63)
H (0.15, 0.23, -2.59)
H (-0.63, 1.37, -1.60)
H (1.11, 1.50, -2.09)
H (1.02, 3.62, -3.74)
H (-0.40, 3.92, -2.87)
H (-1.64, 3.89, -5.05)
H (-0.18, 3.53, -5.97)
H (0.81, 5.45, -4.91)
H (-0.90, 6.11, -3.39)
H (-1.87, 6.45, -4.84)
H (-0.85, 8.54, -4.62)
H (0.28, 7.79, -5.70)
H (1.71, 9.57, -4.63)
H (2.28, 9.16, -2.97)
H (0.69, 9.91, -3.20)
C (8.46, -2.93, -6.91)
O (7.65, -3.05, -5.74)
C (7.43, -4.42, -5.27)
C (6.96, -4.33, -3.79)
N (5.70, -3.58, -3.76)
C (5.17, -3.42, -2.38)
C (4.19, -2.23, -2.25)
O (4.98, -1.02, -2.10)
C (4.17, 0.11, -1.82)
H (7.83, -3.31, -7.71)
H (9.33, -3.58, -6.79)
H (8.83, -1.93, -7.13)
H (8.21, -5.18, -5.36)
H (6.72, -4.94, -5.92)
H (7.77, -3.83, -3.25)
H (6.83, -5.31, -3.34)
H (6.00, -2.65, -4.02)
H (5.92, -3.40, -1.59)
H (4.52, -4.25, -2.13)
H (3.58, -2.38, -1.36)
H (3.55, -2.24, -3.14)
H (3.95, 0.15, -0.76)
H (3.23, 0.22, -2.36)
H (4.73, 1.04, -1.90)
C (-2.32, -3.16, 1.86)
O (-3.61, -2.99, 1.22)
C (-4.44, -4.18, 1.27)
C (-5.74, -4.16, 0.49)
N (-6.57, -3.15, 1.18)
C (-7.93, -2.93, 0.63)
C (-8.37, -1.51, 1.05)
O (-7.34, -0.51, 0.84)
C (-6.94, -0.26, -0.49)
H (-1.86, -2.18, 2.02)
H (-1.60, -3.83, 1.38)
H (-2.40, -3.62, 2.84)
H (-4.69, -4.38, 2.32)
H (-3.81, -5.02, 0.96)
H (-6.24, -5.13, 0.51)
H (-5.59, -3.87, -0.55)
H (-6.21, -2.21, 1.32)
H (-8.61, -3.68, 1.02)
H (-7.93, -3.14, -0.44)
H (-8.67, -1.47, 2.09)
H (-9.28, -1.41, 0.46)
H (-7.59, 0.31, -1.15)
H (-6.70, -1.17, -1.06)
H (-6.02, 0.32, -0.47)
C (5.64, -3.60, 1.28)
O (4.51, -2.84, 1.59)
C (4.83, -1.55, 2.14)
C (3.69, -1.01, 3.14)
N (3.00, -2.08, 3.78)
C (1.66, -1.69, 4.28)
C (0.82, -2.98, 4.46)
O (0.88, -3.79, 3.27)
C (0.26, -5.05, 3.45)
H (5.52, -4.25, 0.41)
H (5.87, -4.18, 2.17)
H (6.57, -3.08, 1.07)
H (5.02, -0.87, 1.31)
H (5.80, -1.59, 2.63)
H (2.94, -0.38, 2.65)
H (4.24, -0.48, 3.92)
H (3.57, -2.26, 4.59)
H (1.19, -0.90, 3.69)
H (1.72, -1.24, 5.28)
H (-0.23, -2.78, 4.63)
H (1.18, -3.55, 5.32)
H (0.83, -5.63, 4.18)
H (0.28, -5.65, 2.54)
H (-0.78, -4.96, 3.77)
C (-3.58, 1.58, -2.90)
O (-3.88, 0.29, -2.44)
C (-2.75, -0.50, -1.96)
C (-3.27, -1.89, -1.56)
N (-3.59, -2.81, -2.63)
C (-4.46, -2.37, -3.68)
C (-4.72, -3.56, -4.61)
O (-3.44, -3.93, -5.11)
C (-3.30, -5.30, -5.46)
H (-2.93, 1.61, -3.78)
H (-3.23, 2.26, -2.12)
H (-4.50, 2.03, -3.27)
H (-2.35, 0.03, -1.10)
H (-1.98, -0.58, -2.73)
H (-4.16, -1.72, -0.95)
H (-2.50, -2.31, -0.92)
H (-2.74, -3.09, -3.08)
H (-4.07, -1.55, -4.28)
H (-5.41, -2.03, -3.27)
H (-5.33, -3.20, -5.45)
H (-5.15, -4.40, -4.06)
H (-3.74, -5.63, -6.39)
H (-3.85, -5.85, -4.70)
H (-2.26, -5.62, -5.57)
C (0.83, 3.80, 0.46)
O (1.21, 3.37, 1.71)
C (2.47, 2.70, 1.74)
C (2.83, 2.17, 3.15)
N (2.97, 3.17, 4.19)
C (4.25, 3.86, 4.15)
C (4.28, 4.89, 5.25)
O (3.63, 6.06, 4.82)
C (3.39, 7.12, 5.76)
H (1.40, 4.63, 0.03)
H (-0.24, 4.00, 0.41)
H (1.01, 2.99, -0.25)
H (3.29, 3.36, 1.45)
H (2.41, 1.86, 1.05)
H (3.78, 1.66, 3.02)
H (2.12, 1.42, 3.47)
H (2.27, 3.84, 3.91)
H (4.37, 4.35, 3.19)
H (5.06, 3.12, 4.19)
H (5.31, 5.09, 5.57)
H (3.83, 4.54, 6.18)
H (4.32, 7.36, 6.28)
H (2.60, 6.88, 6.46)
H (3.16, 8.03, 5.20)
C (-4.92, 3.96, 6.21)
O (-3.99, 3.37, 5.32)
C (-3.24, 2.24, 5.87)
C (-2.65, 1.35, 4.74)
N (-1.47, 1.92, 4.09)
C (-1.14, 1.22, 2.90)
C (-2.26, 1.12, 1.79)
O (-2.85, 2.35, 1.65)
C (-4.18, 2.43, 1.20)
H (-5.67, 3.27, 6.58)
H (-5.55, 4.65, 5.64)
H (-4.42, 4.48, 7.03)
H (-3.99, 1.69, 6.43)
H (-2.50, 2.67, 6.54)
H (-3.47, 1.09, 4.07)
H (-2.27, 0.45, 5.22)
H (-1.86, 2.79, 3.77)
H (-0.67, 0.28, 3.20)
H (-0.34, 1.82, 2.47)
H (-3.08, 0.41, 1.84)
H (-1.78, 0.95, 0.83)
H (-4.51, 3.45, 1.02)
H (-4.83, 2.09, 2.01)
H (-4.28, 1.87, 0.27)
O (0.82, -3.90, -1.53)
H (0.08, -3.82, -2.13)
H (0.74, -3.13, -0.96)
O (2.72, -4.93, 0.49)
H (2.05, -4.70, -0.15)
H (2.72, -5.88, 0.51)

total charge: +2
HOMO (spin up / spin down): -11.56 / -11.56 eV
expectation value of S²: 0.754
LUMO (spin up / spin down): -0.162 / -0.329 Eh
HOMO-LUMO gap (spin up / spin down): 0.263 / 0.096 Eh
energy above the lowest of the compared OMol25 structures with the same formula, charge and spin: 0.0 kcal/mol
spin multiplicity: 2